Entry 1:
ORCA calculation (ωB97M-V/def2-TZVPD) on C37H31BCrF6O5S as an isolated structure at a distorted geometry.

Each line ends with the Löwdin charge.
Positions of all 82 atoms, in Å:
C 1.208 1.147 1.627  0.06
C -4.778 -0.855 0.517  -0.51
H -2.594 -1.219 -0.984  0.14
C -1.358 -2.413 0.306  -0.02
H -0.649 6.806 -1.977  0.16
F -5.314 -1.361 -0.640  0.14
H 2.435 0.111 -3.009  0.11
H -2.746 2.424 3.636  0.13
H 3.703 -0.825 -0.954  0.11
H 1.555 0.877 -0.914  0.08
C -0.665 -0.099 4.595  -0.02
C -0.991 1.795 2.558  0.04
C 0.297 6.317 -1.744  -0.08
H 3.668 6.714 -2.078  0.16
O 1.638 5.563 2.889  0.18
S -0.002 -5.499 -1.342  1.20
H 1.624 -1.162 -3.949  0.10
C -1.222 -2.980 1.566  0.06
C 2.705 5.085 -1.037  -0.07
C 1.492 4.432 -0.717  -0.24
C -1.411 -3.984 -2.841  -0.01
C -2.283 -2.895 2.471  -0.08
C 1.492 3.207 0.065  0.14
F -5.757 -0.903 1.465  0.14
H 3.635 4.648 -0.677  0.16
H -0.647 4.726 -0.611  0.15
H 3.386 -2.557 -2.794  0.11
C 0.293 5.138 -0.980  -0.07
H -4.278 -2.169 2.861  0.15
H 0.609 -0.240 0.106  0.08
H -1.954 -3.143 -3.262  0.14
H 3.768 -2.299 0.036  0.12
H -2.350 0.867 5.550  0.15
O -0.279 8.706 1.075  0.22
C 1.995 -2.123 -1.188  -0.44
H -1.079 2.553 1.776  0.13
C 1.622 5.856 1.760  -0.07
C -2.496 -1.695 -0.013  0.06
C 1.013 -1.013 -1.856  -0.45
C 0.185 -0.126 3.494  0.04
C 1.484 -0.414 -3.169  0.02
H 0.957 -0.899 3.399  0.14
H 0.757 0.331 -3.512  0.11
F -3.389 -3.930 4.315  0.15
C 3.106 -1.514 -0.346  0.03
C -1.705 0.834 4.665  0.03
C 0.127 0.921 2.534  -0.20
H 1.805 -3.358 -2.979  0.10
H 2.982 -3.961 -1.793  0.11
H -1.908 -5.498 -4.422  0.15
H -0.182 0.651 -1.185  0.13
C 2.844 7.835 0.530  -0.03
H 0.658 -7.806 -3.270  0.12
C -3.449 -2.201 2.165  0.09
F -1.431 -4.732 3.722  0.14
F -1.566 -2.800 4.742  0.10
C -3.535 -1.599 0.917  -0.08
C -0.667 -6.215 -2.785  -0.45
C -2.177 -3.592 3.793  -0.50
C 0.354 7.837 0.628  -0.04
H 2.692 -0.974 0.511  0.06
O 1.124 -2.837 -0.321  0.11
H 2.081 0.484 1.706  0.14
C 0.753 0.137 -0.918  -0.02
C 2.716 6.260 -1.808  -0.08
H 1.513 7.727 -2.842  0.16
F -4.521 0.473 0.281  0.12
H -0.501 -0.793 5.416  0.13
O -0.211 -1.691 -1.968  0.14
H -0.797 -8.292 -2.351  0.12
C 2.569 -3.056 -2.253  0.01
C -1.408 -5.276 -3.479  -0.01
H -0.926 -7.896 -4.083  0.11
C 1.286 2.329 0.909  0.03
O 3.507 8.714 0.904  0.23
C -1.902 1.730 3.614  -0.01
Cr 1.568 6.519 -0.018  0.25
C 1.508 6.840 -2.208  -0.04
C -0.660 -3.942 -1.685  -0.26
B -0.192 -2.627 -0.845  -0.82
C -0.421 -7.630 -3.145  -0.03
H -0.312 -3.500 1.847  0.14

Summary:
Charge: +3
Orbital gap (spin up / spin down) (Ha): 0.22451 / 0.21158
Expectation value of S²: 3.784
LUMO energy (spin up / spin down) (eV): -10.80 / -11.14
E_tot (a.u.): -3870.384421
Spin multiplicity: 4


Entry 2:
ORCA calculation (ωB97M-V/def2-TZVPD) on C27H34N2PRuS5Sb2 as an isolated structure at a distorted geometry.

Each line ends with the Löwdin charge.
Positions of all 72 atoms, in Å:
C 3.026 1.693 1.057  -0.21
C -4.602 0.293 -1.148  -0.14
C -5.739 0.848 -0.580  -0.09
C -1.940 1.376 -4.544  -0.36
H 4.082 4.563 -0.142  0.12
H 1.364 -2.244 2.894  0.00
H -4.450 -0.776 -1.094  0.08
N 2.058 1.171 0.692  -0.01
H -6.810 2.651 -0.149  0.11
S -4.197 0.194 2.687  -0.07
H 0.244 -3.457 -0.767  0.03
H -3.116 3.166 -2.241  0.10
C -1.166 -4.165 -3.787  -0.07
C -0.526 -1.845 -3.796  -0.13
S -0.046 1.354 -1.611  0.06
H -5.133 4.126 -1.207  0.11
P 1.586 -1.942 0.544  0.70
C -2.007 2.504 -7.076  -0.07
H 0.178 -1.068 -4.071  0.10
H 7.127 2.290 -0.056  0.12
H -3.523 -2.295 -2.241  0.09
C 4.004 3.755 1.840  -0.11
S -1.457 -2.547 3.573  -0.10
H 6.002 1.852 2.115  0.13
H 5.566 2.516 -0.838  0.12
C -1.037 2.901 -6.167  -0.07
S -1.527 -1.096 0.209  0.10
H 6.557 4.728 -0.277  0.12
H 4.673 5.647 1.111  0.12
H -0.238 2.652 -4.191  0.07
H 2.778 -1.247 2.529  0.04
H -6.465 0.206 -0.098  0.11
C 6.109 2.647 0.103  -0.17
C 6.098 4.123 0.504  -0.19
H 4.515 3.847 2.801  0.13
H -3.658 0.228 -5.199  0.11
H -0.061 -3.615 0.975  0.02
C -4.983 3.054 -1.197  -0.06
C 5.449 1.796 1.175  -0.12
C 3.025 -1.970 -0.559  -0.24
C -3.846 2.515 -1.776  -0.12
H 3.772 -2.666 -0.176  0.06
H 2.707 -2.299 -1.549  0.05
C -2.341 -3.848 -3.115  -0.06
H 5.364 0.749 0.895  0.12
H 6.705 4.256 1.406  0.12
C -0.998 2.338 -4.896  -0.13
H -3.048 -4.624 -2.855  0.11
C 4.674 4.608 0.777  -0.17
Sb -2.161 -0.653 2.661  -0.08
C -2.611 -2.530 -2.773  -0.13
N 4.088 2.320 1.457  -0.07
C -3.671 1.133 -1.748  -0.38
C -1.700 -1.536 -3.117  -0.40
S -0.411 0.999 2.505  -0.02
C -0.261 -3.168 -4.128  -0.07
H -0.959 -5.194 -4.052  0.11
H -0.308 3.651 -6.445  0.11
H 0.646 -3.417 -4.665  0.11
H -2.032 2.946 -8.063  0.11
Sb -1.939 0.472 -2.653  1.28
H 3.464 -0.978 -0.658  0.02
C -2.916 0.977 -5.460  -0.11
H 2.957 4.007 1.988  0.13
C 2.220 -2.131 2.226  -0.25
C -5.927 2.221 -0.605  -0.06
H -3.705 1.238 -7.435  0.11
H 2.861 -3.012 2.290  0.06
Ru 0.293 0.090 0.463  0.32
H 1.412 -4.326 0.262  0.06
C 0.714 -3.488 0.217  -0.27
C -2.948 1.544 -6.725  -0.07

Summary:
Charge: +1
Orbital gap (spin up / spin down) (Ha): 0.27369 / 0.20200
Expectation value of S²: 6.031
LUMO energy (spin up / spin down) (eV): -2.72 / -4.85
E_tot (a.u.): -4066.236195
Spin multiplicity: 5